[1]
Entry from the OMol25 dataset: a structure of composition C31H42AlBr3ClF7Li2N2O13P2 at a distorted geometry (the ωB97M-V functional and the def2-TZVPD basis).

Computed properties:
**Charge**: +2
**Orbital gap**: 1.173 eV
**E**: -12114.6419 hartree

CARTESIAN COORDINATES (ANGSTROEM)
C: -0.339 -0.328 -1.430
C: -1.918 1.514 -1.212
H: 3.600 -0.445 -1.135
H: 3.345 2.448 -3.465
C: -1.005 0.303 0.857
C: -4.141 -4.457 0.227
H: -4.214 -2.538 -0.656
C: 5.714 0.976 -1.982
H: 3.341 9.462 -4.074
C: 1.729 1.221 5.850
H: 2.339 4.648 5.702
C: -2.917 -0.063 5.058
N: 4.394 1.165 -2.198
Li: 1.589 -6.334 1.012
H: 5.695 8.008 -7.132
C: 2.761 3.381 7.460
O: -3.059 -0.341 6.252
H: -2.298 -6.303 0.219
C: 3.831 2.473 -2.490
C: -1.197 0.098 2.223
F: 1.866 -6.184 -1.946
H: 2.499 0.309 -2.321
C: 4.978 7.227 -7.388
C: 0.431 -3.022 -0.390
Br: -7.017 -0.440 -2.861
C: -4.701 -3.503 -0.841
C: 2.207 0.996 7.230
C: 3.523 0.015 -2.134
N: -3.815 -0.557 4.114
C: -0.488 -0.682 0.039
H: 3.774 9.513 -5.791
C: 2.281 3.618 6.064
F: -2.099 -8.421 -0.080
H: 0.090 -4.938 1.304
O: 3.188 4.290 8.122
F: -0.951 -9.639 -1.313
O: 1.293 0.315 5.169
H: 3.835 -0.721 -2.876
O: 0.608 -0.711 -2.084
Al: 2.667 -2.302 0.819
H: 3.093 2.732 -1.724
C: -8.324 -1.180 -1.650
H: -4.645 -0.835 4.644
Cl: -2.051 -0.513 8.058
H: 3.039 1.840 8.988
C: 1.708 5.252 -6.172
H: 1.277 4.353 -6.604
O: -1.264 2.705 0.771
H: -4.343 -3.868 -1.809
H: -9.251 -0.652 -1.823
O: 6.220 -0.099 -1.725
H: -2.112 -5.483 1.801
P: 3.981 6.228 -5.144
Br: -7.838 -0.880 0.196
H: -0.126 -6.058 -0.085
O: -2.728 -4.241 0.252
C: -0.827 -1.152 2.701
H: -1.756 0.502 -3.013
H: 1.388 -3.405 0.105
C: 3.425 8.870 -4.984
O: 3.077 4.970 -5.817
C: -1.809 1.178 3.108
H: -3.418 -1.400 3.694
F: -2.811 -10.269 -2.360
H: -4.541 -4.106 1.195
O: 4.392 7.812 -4.762
Br: -8.653 -3.041 -2.006
O: -2.848 2.397 -1.636
C: -1.403 0.565 -1.985
F: -3.089 -10.245 0.689
P: -2.492 -9.874 -0.799
C: 1.802 2.619 5.315
H: -0.954 -1.368 3.759
F: -3.951 -9.149 -1.048
H: 1.657 6.056 -6.911
C: -2.021 -5.359 0.707
H: 2.439 8.481 -5.242
O: -0.437 -4.073 -0.585
Li: 3.725 3.822 4.374
C: -0.503 -5.118 0.373
H: 3.981 7.664 -7.482
H: 1.133 5.532 -5.285
C: -0.318 -2.135 1.883
F: -2.058 -11.450 -0.642
H: 0.743 -2.674 -1.379
H: -0.056 -3.065 2.384
H: -1.871 1.799 5.157
H: -2.798 1.457 2.731
C: -1.396 1.637 0.216
H: -3.689 2.271 -1.176
H: -1.191 2.073 2.973
C: -1.791 0.850 4.611
H: 6.305 1.903 -2.051
H: -0.794 0.449 4.847
H: 1.443 2.770 4.298
O: 4.550 5.523 -3.964
H: -5.795 -3.429 -0.795
H: 4.608 3.235 -2.505
C: -0.135 -1.934 0.522
C: 2.686 1.993 7.976
H: -4.432 -5.500 0.066
H: 5.258 6.793 -8.346
O: 5.019 6.195 -6.398
H: 2.146 -0.021 7.597



[2]
Entry from the OMol25 dataset: an isolated molecule of C4H3ClO at a distorted geometry (the ωB97M-V functional and the def2-TZVPD basis).

Computed properties:
**Energy relative to the best compared isomer or geometry (same formula, charge and spin)**: 3.7407 eV
**Orbital gap**: 9.776 eV
**E**: -689.4874 hartree

CARTESIAN COORDINATES (ANGSTROEM)
O: -0.936 0.376 -1.357
C: -1.038 0.302 0.042
H: 0.450 -0.183 1.688
H: 1.013 -0.727 -1.153
H: 2.331 -0.644 0.152
C: -0.900 1.530 -0.772
Cl: -2.522 -0.065 0.882
C: 0.265 -0.152 0.650
C: 1.338 -0.437 -0.131



[3]
Entry from the OMol25 dataset: an isolated molecule of C5H5N7 at a distorted geometry (the ωB97M-V functional and the def2-TZVPD basis).

Computed properties:
**Energy relative to the best compared isomer or geometry (same formula, charge and spin)**: 1.6572 eV
**Orbital gap**: 9.073 eV
**SMILES**: N#C/N=C(\N)Nc1ncncn1
**E**: -576.7570 hartree

CARTESIAN COORDINATES (ANGSTROEM)
N: -2.302 0.256 -1.363
N: 0.624 -0.499 -3.885
C: 1.582 1.383 1.168
H: 2.459 -1.425 2.628
N: 0.005 -0.634 -1.484
H: -3.213 0.050 -0.854
N: 0.476 0.973 0.734
N: 0.857 -1.174 1.712
C: -1.134 -0.237 -0.872
H: -2.042 -0.238 0.844
C: 0.129 -0.749 -2.869
C: 1.881 -0.557 2.194
H: 1.844 2.442 0.886
N: -1.122 -0.399 0.466
H: -2.453 0.313 -2.365
C: 0.099 -0.224 1.056
N: 2.312 0.720 2.005



[4]
Entry from the OMol25 dataset: a structure of composition C16H32As2CoF12O12 at a distorted geometry (the ωB97M-V functional and the def2-TZVPD basis).

Computed properties:
**Energy relative to the best compared isomer or geometry (same formula, charge and spin)**: 3.4598 eV
**Orbital gap (spin up / spin down)**: 11.341 / 10.501 eV
**Multiplicity**: 4
**⟨S²⟩**: 3.754
**E**: -8584.6361 hartree

CARTESIAN COORDINATES (ANGSTROEM)
F: -3.146 3.345 -1.178
H: -2.881 2.047 5.129
H: -4.303 -2.606 0.522
O: 0.940 -0.355 -3.881
H: -0.593 -1.749 -5.471
H: 0.616 0.608 -5.655
C: 2.979 2.320 -2.714
H: -3.330 -4.075 -0.142
C: 1.112 -0.282 -5.266
C: 0.263 -0.596 5.518
H: -0.514 -0.715 6.273
H: 3.397 -3.280 2.749
C: 1.082 -3.453 -0.486
C: -3.360 -3.145 0.425
O: -2.863 1.763 2.997
C: 1.362 0.517 -3.015
F: 2.068 3.518 2.695
C: 3.793 -2.331 2.387
H: 1.266 -2.739 -1.288
F: 2.420 1.005 2.636
H: 4.207 -0.812 3.958
C: 4.684 -1.658 3.463
H: 0.982 -1.415 5.514
F: -2.141 2.167 -3.274
Co: 0.084 0.857 -0.068
F: 3.860 1.108 0.587
H: 3.595 1.862 -1.941
O: -1.320 0.392 3.889
C: -0.260 -0.487 4.025
H: -3.181 -3.434 1.460
O: -3.423 -1.162 -1.502
O: -2.195 -2.251 0.105
H: -0.627 -1.459 3.695
H: 2.220 2.896 -2.184
O: 0.914 -0.865 0.693
C: 0.455 -1.578 -5.714
H: 0.445 -1.585 -6.803
F: 3.530 3.667 0.597
C: -3.499 -0.052 -2.401
F: 1.439 2.005 0.677
F: 4.420 2.591 2.778
F: -0.855 2.227 -1.126
H: 4.952 -2.457 4.155
H: 0.083 -3.295 -0.081
F: -2.494 4.669 -3.071
As: -1.607 3.486 -2.168
F: -0.127 3.591 -3.147
O: 1.892 -2.962 0.608
As: 2.962 2.312 1.665
F: -1.011 4.648 -1.079
C: 1.718 -1.714 1.095
H: 3.525 2.913 -3.448
C: -2.214 -1.246 -0.813
H: -4.893 -0.249 -4.078
C: -1.658 0.993 2.787
H: -5.406 0.971 -2.991
O: -1.016 1.011 1.738
C: -3.578 1.872 4.310
O: 2.757 -1.398 1.978
H: 4.532 -2.670 1.661
H: 0.743 0.337 5.815
O: -1.265 -0.426 -0.954
H: -4.072 0.938 4.579
O: 0.948 0.581 -1.850
H: -2.832 -0.224 -3.246
C: -4.903 0.004 -3.018
H: 2.172 -0.253 -5.518
H: -5.723 -0.652 -2.728
H: 5.573 -1.260 2.974
H: -4.310 2.675 4.396
H: 1.148 -4.473 -0.865
O: 2.249 1.345 -3.510
H: -3.343 0.882 -1.863
H: 0.983 -2.455 -5.339
H: 0.574 -0.307 3.346



Please write out number 2 again, unchanged.
Entry from the OMol25 dataset: an isolated molecule of C4H3ClO at a distorted geometry (the ωB97M-V functional and the def2-TZVPD basis).

Computed properties:
**Energy relative to the best compared isomer or geometry (same formula, charge and spin)**: 3.7407 eV
**Orbital gap**: 9.776 eV
**E**: -689.4874 hartree

CARTESIAN COORDINATES (ANGSTROEM)
O: -0.936 0.376 -1.357
C: -1.038 0.302 0.042
H: 0.450 -0.183 1.688
H: 1.013 -0.727 -1.153
H: 2.331 -0.644 0.152
C: -0.900 1.530 -0.772
Cl: -2.522 -0.065 0.882
C: 0.265 -0.152 0.650
C: 1.338 -0.437 -0.131